C24H28N4O4S in the gas phase in a non-equilibrium geometry. Source: the OMol25 dataset; level of theory: ωB97M-V with the def2-TZVPD basis set.

Its structure (SMILES) is CCN(Cc1ccccc1)C(=O)Cn1c(=O)n(CC(=O)N2CCCCC2)c(=O)c2sccc21. The max |F| comes out at 0.0212 Eh/bohr. For the highest occupied orbital energy, the calculation gives -8.35 eV. Its energy above the lowest of the compared OMol25 structures with the same formula, charge and spin is 0.000 eV. The calculation puts the frontier orbital gap at 0.3295 Eh.

Positions of all 61 atoms, in Å:
1 C 2.476 2.835 -0.116
2 H 1.456 2.493 0.046
3 H 2.460 3.660 -0.823
4 H 2.863 3.201 0.831
5 C 3.358 1.708 -0.654
6 N 3.378 0.564 0.235
7 C 2.472 -0.431 0.241
8 O 2.499 -1.348 1.042
9 C 1.381 -0.384 -0.840
10 N 0.204 -1.069 -0.358
11 C 0.122 -2.433 -0.331
12 C -0.997 -3.047 0.202
13 C -2.108 -2.311 0.732
14 O -3.140 -2.770 1.176
15 N -1.879 -0.932 0.714
16 C -0.774 -0.281 0.211
17 O -0.655 0.926 0.275
18 C -3.000 -0.083 1.058
19 H -3.662 -0.668 1.699
20 H -2.626 0.807 1.568
21 C -3.708 0.304 -0.250
22 O -3.260 -0.056 -1.322
23 N -4.811 1.067 -0.135
24 C -5.482 1.424 1.093
25 H -4.830 1.267 1.949
26 C -6.773 0.612 1.234
27 C -7.670 0.861 0.024
28 C -6.909 0.540 -1.261
29 C -5.609 1.340 -1.316
30 H -5.016 1.063 -2.188
31 H -5.825 2.413 -1.351
32 H -7.519 0.774 -2.135
33 H -6.668 -0.525 -1.287
34 H -8.569 0.247 0.091
35 H -7.979 1.910 0.011
36 H -7.285 0.896 2.154
37 H -6.522 -0.448 1.293
38 H -5.729 2.492 1.042
39 S -0.894 -4.769 0.107
40 C 0.646 -4.647 -0.638
41 C 1.067 -3.367 -0.818
42 H 2.016 -3.111 -1.248
43 H 1.170 -5.544 -0.906
44 H 1.743 -0.870 -1.750
45 H 1.070 0.636 -1.061
46 C 4.423 0.563 1.250
47 C 5.767 0.286 0.630
48 C 6.004 -0.948 0.036
49 C 7.219 -1.214 -0.568
50 C 8.212 -0.248 -0.583
51 C 7.984 0.983 0.008
52 C 6.765 1.249 0.608
53 H 6.593 2.212 1.071
54 H 8.756 1.738 0.000
55 H 9.162 -0.455 -1.053
56 H 7.395 -2.177 -1.024
57 H 5.228 -1.699 0.058
58 H 4.426 1.529 1.763
59 H 4.167 -0.223 1.965
60 H 4.390 2.058 -0.750
61 H 3.026 1.402 -1.648


2 unconnected molecules or ions with the total composition C3HCl3O in a non-equilibrium geometry. Source: the OMol25 dataset; level of theory: ωB97M-V with the def2-TZVPD basis set.

The max |F| comes out at 0.0724 Eh/bohr. For the highest occupied orbital energy, the calculation gives -8.72 eV. Its energy above the lowest of the compared OMol25 structures with the same formula, charge and spin is 5.901 eV. The calculation puts the frontier orbital gap at 0.3032 Eh.

Positions of all 8 atoms, in Å:
1 C 2.292 0.458 -0.871
2 C 1.437 -0.210 -0.330
3 C 5.131 -0.155 0.263
4 O 0.355 -0.747 0.188
5 Cl 3.732 0.817 -1.567
6 Cl 4.444 -1.677 0.411
7 Cl 4.977 0.761 1.704
8 H -0.448 -0.285 -0.354


C21H21N3O3S in the gas phase. Source: the OMol25 dataset; level of theory: ωB97M-V with the def2-TZVPD basis set.

Its structure (SMILES) is Cc1cccc(NS(=O)(=O)c2cc(C(=O)NCc3ccccn3)ccc2C)c1. The max |F| comes out at 0.0186 Eh/bohr. For the highest occupied orbital energy, the calculation gives -8.73 eV. Its energy above the lowest of the compared OMol25 structures with the same formula, charge and spin is 1.814 eV. The calculation puts the frontier orbital gap at 0.3441 Eh.

Positions of all 49 atoms, in Å:
1 C 5.497 1.715 2.229
2 C 4.830 0.791 1.255
3 C 4.292 1.279 0.075
4 C 3.675 0.423 -0.831
5 C 3.605 -0.938 -0.559
6 C 4.152 -1.428 0.614
7 C 4.754 -0.573 1.518
8 H 5.173 -0.964 2.434
9 H 4.099 -2.486 0.824
10 H 3.124 -1.604 -1.260
11 N 3.129 0.960 -2.003
12 S 2.012 2.209 -1.840
13 O 2.690 3.398 -1.420
14 O 1.299 2.250 -3.080
15 C 0.930 1.530 -0.568
16 C 0.187 0.465 -1.039
17 C -0.645 -0.257 -0.196
18 C -0.705 0.108 1.147
19 C 0.042 1.172 1.607
20 C 0.878 1.911 0.766
21 C 1.665 3.043 1.338
22 H 2.454 2.650 1.978
23 H 1.022 3.673 1.950
24 H 2.116 3.641 0.554
25 H -0.009 1.447 2.651
26 H -1.318 -0.454 1.837
27 C -1.384 -1.424 -0.765
28 O -0.927 -2.098 -1.669
29 N -2.571 -1.686 -0.177
30 H -3.025 -1.001 0.413
31 C -3.472 -2.680 -0.707
32 C -4.888 -2.170 -0.708
33 N -5.120 -1.070 -0.004
34 C -6.351 -0.588 0.038
35 C -7.420 -1.177 -0.615
36 C -7.181 -2.331 -1.348
37 C -5.895 -2.839 -1.397
38 H -5.668 -3.733 -1.958
39 H -7.985 -2.824 -1.875
40 H -8.407 -0.748 -0.554
41 H -6.476 0.312 0.625
42 H -3.144 -2.937 -1.720
43 H -3.422 -3.595 -0.100
44 H 0.244 0.202 -2.084
45 H 2.783 0.268 -2.653
46 H 4.339 2.329 -0.162
47 H 5.348 2.752 1.944
48 H 6.568 1.517 2.259
49 H 5.106 1.562 3.234


A molecular structure, C36H37ClFN5O6SiY in a non-equilibrium geometry. Source: the OMol25 dataset; level of theory: ωB97M-V with the def2-TZVPD basis set.

The max |F| comes out at 0.0434 Eh/bohr. For the highest occupied orbital energy, the calculation gives -4.56 eV. Its energy above the lowest of the compared OMol25 structures with the same formula, charge and spin is 0.000 eV. As for the net charge: -1. The calculation puts the frontier orbital gap at 0.2233 Eh.

Positions of all 88 atoms, in Å:
1 Y -0.956 0.179 -0.407
2 C -3.989 -2.667 -1.868
3 C -2.566 -2.104 -1.984
4 O -2.050 -1.721 -0.894
5 C -1.888 -2.098 -3.202
6 C -0.515 -1.723 -3.319
7 C 0.271 -2.316 -4.454
8 N 0.021 -0.910 -2.466
9 N 1.395 -0.640 -2.668
10 C 1.925 -0.090 -1.620
11 O 1.275 0.101 -0.521
12 C 3.315 0.482 -1.707
13 C 3.779 1.255 -0.634
14 C 5.024 1.872 -0.708
15 C 5.884 1.634 -1.788
16 C 5.434 0.813 -2.842
17 C 4.154 0.270 -2.803
18 H -3.954 -3.592 -1.244
19 H -4.452 -2.870 -2.854
20 H -4.564 -1.935 -1.322
21 H -2.380 -2.563 -4.068
22 H -0.341 -2.813 -5.213
23 H 0.919 -3.099 -4.052
24 H 0.945 -1.583 -4.878
25 H 3.139 1.444 0.221
26 H 5.348 2.500 0.094
27 H 6.887 2.039 -1.824
28 H 6.080 0.655 -3.680
29 H 3.768 -0.331 -3.636
30 O 4.914 -5.462 1.942
31 C 4.544 -4.670 0.887
32 O 5.232 -4.649 -0.080
33 C 3.311 -3.893 1.085
34 C 2.635 -3.517 -0.082
35 C 1.439 -2.860 -0.015
36 C 0.934 -2.523 1.249
37 C 1.573 -2.903 2.405
38 C 2.768 -3.585 2.324
39 N -0.262 -1.793 1.318
40 C -1.200 -2.285 1.977
41 C -2.494 -1.584 2.172
42 C -3.496 -2.173 2.893
43 C -4.685 -1.511 3.074
44 C -4.815 -0.258 2.487
45 C -3.755 0.254 1.773
46 N -2.614 -0.365 1.604
47 H 4.213 -5.408 2.611
48 H 3.065 -3.761 -1.028
49 H 0.909 -2.554 -0.923
50 H 1.161 -2.641 3.364
51 H 3.298 -3.744 3.264
52 H -1.182 -3.252 2.507
53 H -3.420 -3.163 3.285
54 H -5.515 -1.994 3.586
55 H -5.751 0.315 2.574
56 H -3.868 1.178 1.247
57 C -0.450 0.845 3.650
58 Si -0.313 2.425 2.608
59 C 1.396 3.014 3.094
60 C -1.588 3.527 3.386
61 N -0.590 2.211 0.901
62 C -0.170 3.269 0.120
63 C 0.161 4.581 0.568
64 C 0.746 5.539 -0.242
65 C 1.027 5.271 -1.584
66 C 0.599 4.068 -2.130
67 C 0.018 3.158 -1.290
68 F -0.401 1.969 -1.882
69 H 0.002 1.107 4.611
70 H 0.113 0.067 3.147
71 H -1.461 0.529 3.836
72 H 1.323 3.342 4.112
73 H 1.784 3.829 2.495
74 H 2.145 2.257 3.048
75 H -1.345 3.594 4.454
76 H -2.566 3.071 3.301
77 H -1.692 4.546 3.021
78 H -0.019 4.826 1.589
79 H 1.020 6.494 0.183
80 H 1.539 5.989 -2.201
81 H 0.734 3.891 -3.182
82 Cl -6.134 0.571 -3.599
83 C -4.451 0.825 -3.012
84 C -4.205 0.653 -1.468
85 O -5.105 0.281 -0.711
86 O -2.995 0.961 -1.169
87 H -4.141 1.806 -3.275
88 H -3.828 0.092 -3.538


| no. | LUMO energy (eV) |
| --- | --- |
| 1 | 0.61 |
| 2 | -0.47 |
| 3 | 0.63 |
| 4 | 1.51 |